Record 1
Entry from the OMol25 dataset: the molecule CH5N3OS at a distorted geometry (ωB97M-V with the def2-TZVPD basis set).

## Properties
* highest occupied orbital energy (alpha / beta): -7.706 / -8.083 eV
* F_max: 5.0 eV Å⁻¹
* orbital gap (alpha / beta): 8.120 / 8.149 eV
* 2S+1: 1

Geometry (Å):
C: -0.540454 -0.714140 0.528312
N: -0.974863 0.656652 0.143687
N: 0.515796 -1.095960 -0.465808
N: -0.075892 1.563884 -0.011974
O: 2.455742 -0.111273 0.926502
S: 1.893875 -0.012991 -0.396912
H: -0.008535 -0.576363 1.509825
H: -1.341839 -1.387128 0.541010
H: -1.589482 0.441629 -0.657658
H: 0.095027 -0.879041 -1.297999
H: -0.429379 2.114726 -0.818990

Cartesian forces (eV/Å) of the 3 atoms listed first:
3.565 2.854 1.308
-3.077 -3.870 -0.484
1.263 0.122 3.185

=====

Record 2
Entry from the OMol25 dataset: a structure of composition C24H45AlNO2P2 at a distorted geometry (ωB97M-V with the def2-TZVPD basis set).

## Properties
* highest occupied orbital energy (alpha / beta): -9.619 / -9.634 eV
* F_max: 4.4 eV Å⁻¹
* total charge: +1
* orbital gap (alpha / beta): 6.093 / 4.940 eV
* 2S+1: 1

Geometry (Å):
Al: 0.570811 -0.605894 -0.168476
C: -2.470973 1.803486 0.877630
C: -3.022959 0.941090 -0.106674
C: -2.494078 -0.336036 1.722549
C: -2.191425 1.018238 2.032036
C: -3.032929 -0.379683 0.417610
C: -2.207033 3.240301 0.670328
H: -1.945552 3.450332 -0.375971
H: -1.375233 3.590170 1.299217
H: -3.106757 3.835241 0.901301
C: -1.740128 1.542283 3.330906
H: -1.409578 2.583583 3.285208
H: -0.910706 0.966249 3.757293
H: -2.579874 1.511469 4.042503
C: -2.320700 -1.548268 2.546609
H: -3.304658 -1.956098 2.842894
H: -1.708686 -1.334368 3.425015
H: -1.791115 -2.357727 2.026871
C: -3.395698 -1.613017 -0.300942
H: -4.471097 -1.666131 -0.545328
H: -3.114690 -2.509159 0.268818
H: -2.846704 -1.661575 -1.245663
C: -3.438379 1.346561 -1.457139
H: -4.427736 1.848130 -1.474706
H: -3.502826 0.465866 -2.118496
H: -2.704231 2.077526 -1.842134
C: 1.684981 0.329430 -1.319247
C: 0.339427 0.970419 -1.375868
C: -0.110618 1.361302 -2.783892
C: -0.991986 0.313171 -3.463370
C: -0.915983 -1.006334 -2.776734
C: 0.180566 -1.758757 -2.684826
C: 1.491348 -1.394427 -3.291686
C: 2.283598 -0.338287 -2.528735
H: 0.731510 1.574739 -3.471419
H: -0.759842 0.231507 -4.548675
H: -0.721516 2.278833 -2.749218
H: 2.473111 0.522532 -3.181880
H: 2.489404 0.984294 -0.902233
H: 0.183147 1.845387 -0.705837
H: 3.239180 -0.799061 -2.233109
H: 2.098999 -2.306640 -3.358041
H: -0.006928 -2.829426 -2.522917
H: 1.368334 -1.073059 -4.340522
H: -2.044467 0.642054 -3.434846
H: -1.870593 -1.511093 -2.615561
P: 2.011119 2.103382 1.131602
C: 1.597513 2.779691 2.742773
H: 2.370725 3.500484 3.013878
H: 1.565166 1.977352 3.483641
H: 0.626057 3.275576 2.721529
C: 3.710880 1.521324 1.388739
H: 4.313006 2.383906 1.703140
H: 4.143353 1.081882 0.483936
H: 3.674044 0.747851 2.169092
C: 2.171825 3.603735 0.085748
H: 2.380055 3.325587 -0.967961
H: 2.994440 4.226095 0.491656
H: 1.206100 4.153905 0.111913
P: 1.091345 -2.842526 0.246783
C: -0.265163 -3.925450 -0.297042
H: 0.176718 -4.764271 -0.850047
H: -1.005098 -3.394591 -0.918108
H: -0.768525 -4.278610 0.613600
C: 2.682073 -2.980977 -0.618688
H: 2.568968 -2.790006 -1.691085
H: 3.052816 -4.000481 -0.447867
H: 3.396987 -2.244024 -0.207162
C: 1.435496 -3.533421 1.883260
H: 2.184283 -4.327989 1.734853
H: 0.498720 -3.957169 2.262762
H: 1.818734 -2.772896 2.586218
O: 1.702674 -0.462518 3.583305
N: 1.857869 -0.623963 2.404223
O: 0.609059 -0.071057 1.632689

Cartesian forces (eV/Å) of the 3 atoms listed first:
-1.327 -0.185 4.168
0.029 -1.273 0.409
0.616 1.167 0.870

=====

Record 3
Entry from the OMol25 dataset: a structure of composition C8H12N2O at a distorted geometry (ωB97M-V with the def2-TZVPD basis set).

## Properties
* highest occupied orbital energy: -8.786 eV
* F_max: 7.2 eV Å⁻¹
* orbital gap: 9.060 eV
* 2S+1: 1

Geometry (Å):
C: -2.969700 0.392554 0.048108
C: -1.333308 0.281010 -0.026779
C: 0.725912 1.132517 0.164523
C: 1.394065 2.500387 0.012906
C: 1.366749 -0.147297 0.335417
C: 2.911621 -0.394019 -0.035014
C: -0.839271 -0.983922 -0.102554
C: -1.852550 -2.132149 -0.065041
H: -3.352372 0.083891 1.116891
H: -3.145574 1.549921 0.172715
H: -3.308133 -0.309579 -0.771758
H: 2.305712 2.362972 -0.637157
H: 0.496447 3.207765 -0.682267
H: 1.648323 2.825687 1.149977
H: 3.600450 0.191858 0.693611
H: 2.985214 0.383022 -0.967608
H: 2.560461 -2.078805 -0.472904
H: -2.946950 -1.278079 0.554715
H: -2.079134 -2.678919 -1.076299
H: -1.396606 -3.273980 0.969974
N: -0.607319 1.230481 -0.347627
N: 0.423306 -1.080145 0.011372
O: 3.412665 -1.785177 -0.045209

Cartesian forces (eV/Å) of the 3 atoms listed first:
1.913 2.332 1.322
-6.876 -2.103 -0.430
-0.036 0.733 -2.924

=====

Record 4
Entry from the OMol25 dataset: the molecule C2HNO2S2 at a distorted geometry (ωB97M-V with the def2-TZVPD basis set).

## Properties
* highest occupied orbital energy: -9.585 eV
* F_max: 4.0 eV Å⁻¹
* orbital gap: 9.032 eV
* 2S+1: 1

Geometry (Å):
C: 0.730276 0.208477 -0.076543
C: -0.314056 1.023698 0.456186
N: 1.577517 0.121279 -0.908434
O: 2.385342 -0.072464 -1.729893
O: -0.507701 2.164394 0.364115
S: -1.336372 -0.034925 1.615097
S: -0.928752 -1.783991 0.709634
H: -1.606254 -1.626469 -0.430162

Cartesian forces (eV/Å) of the 3 atoms listed first:
2.862 -0.035 -2.743
-0.753 -2.692 2.452
-2.760 0.505 2.198

=====

Record 5
Entry from the OMol25 dataset: a cluster of 2 separate species, C4H11NO2 in total at a distorted geometry (ωB97M-V with the def2-TZVPD basis set).

## Properties
* highest occupied orbital energy: -9.933 eV
* F_max: 1.3 eV Å⁻¹
* orbital gap: 10.738 eV
* 2S+1: 1
* SMILES: CC(C)NC=O.O

Geometry (Å):
C: 1.078903 0.268920 0.191099
N: 0.496936 -0.282603 1.312669
C: -1.496965 -1.247636 0.037379
C: -0.948114 -0.623590 1.317887
C: -1.794850 0.545926 1.827255
O: 0.640075 1.256411 -0.350768
H: 2.037193 -0.197608 -0.094374
H: 1.042483 -0.992712 1.773626
H: -0.908929 -1.050356 -0.853508
H: -2.457329 -0.756947 -0.153808
H: -1.716594 -2.306122 0.141436
H: -0.978922 -1.392107 2.084313
H: -1.240205 1.010855 2.638354
H: -1.986264 1.212678 0.988147
H: -2.727808 0.155109 2.235024
H: 1.308910 0.411238 -2.896546
H: 2.139551 0.853796 -4.054025
O: 1.918867 0.057273 -3.559819

Cartesian forces (eV/Å) of the 3 atoms listed first:
0.260 0.514 1.213
-0.139 -0.624 -0.833
-0.758 0.643 -0.174

=====

Record 6
Entry from the OMol25 dataset: a cluster of 2 separate species, C3H2I2 in total at a distorted geometry (ωB97M-V with the def2-TZVPD basis set).

## Properties
* highest occupied orbital energy (alpha / beta): -9.904 / -8.171 eV
* F_max: 6.0 eV Å⁻¹
* orbital gap (alpha / beta): 8.939 / 4.639 eV
* 2S+1: 1

Geometry (Å):
C: -1.483553 1.243504 -0.431225
C: -0.659970 0.537728 0.049051
C: 0.439578 -0.106026 0.491706
I: 1.640093 -3.114977 -1.247812
I: 1.654467 0.707713 2.064562
H: -2.315429 1.805604 -0.974079
H: 0.724815 -1.073547 0.047797

Cartesian forces (eV/Å) of the 3 atoms listed first:
-4.501 2.897 -2.666
2.090 -0.859 0.955
1.245 -0.802 0.858